Record 1
{
  "formula": "CH14O6",
  "method": "the ωB97M-V functional and the def2-TZVPD basis",
  "species": ["C", "O", "H", "H", "H", "H", "H", "H", "O", "H", "H", "O", "H", "H", "O", "H", "H", "O", "H", "H", "O"],
  "positions_angstrom": [[0.22088, 3.99113, 4.12219], [-0.82208, 4.12997, 3.06125], [0.21161, 2.92999, 4.27266], [1.11436, 4.14719, 3.51854], [-0.13919, 4.64114, 4.90221], [-0.93419, 5.08483, 3.04564], [2.02022, -1.24546, -1.56142], [3.10392, -2.42389, -1.46808], [2.19034, -2.16658, -1.31313], [0.51162, -3.96201, 2.33702], [1.30557, -2.65571, 2.15642], [1.30525, -3.50077, 2.61803], [-4.69106, -2.84089, 1.06447], [-4.40031, -2.19258, 2.29870], [-5.17844, -2.58199, 1.87322], [0.55867, 0.86847, -1.85896], [1.08285, 0.18526, -3.15815], [1.19250, 0.23138, -2.20074], [0.88292, 0.77725, -6.44462], [0.16917, 0.05674, -7.45594], [1.03992, 0.46581, -7.34678]],
  "forces_ev_per_angstrom": [[-1.5, -0.6, -3.3], [0.4, 0.3, 0.9], [-0.1, -0.4, 1.1], [0.6, 0.8, 1.1], [1.0, -0.1, 0.7], [-0.4, 0.0, -0.5], [0.4, -0.2, 0.0], [-0.1, 0.4, -0.1], [-0.2, -0.5, 0.3], [0.0, 0.1, -0.1], [0.0, -0.1, -0.1], [0.1, 0.1, 0.2], [-1.0, -0.2, 0.1], [-0.5, 0.2, 0.7], [1.5, 0.0, -0.8], [0.0, 0.0, -0.1], [-0.1, 0.1, 0.2], [0.1, 0.1, -0.2], [0.7, 0.3, 0.0], [0.2, -0.2, -0.7], [-0.9, -0.1, 0.7]],
  "multiplicity": 1,
  "e_lumo_ha": -0.001,
  "energy_ha": -497.8688
}

***

Record 2
{
  "formula": "C4H6N3O3",
  "method": "the ωB97M-V functional and the def2-TZVPD basis",
  "species": ["C", "C", "C", "C", "N", "N", "N", "O", "O", "O", "H", "H", "H", "H", "H", "H"],
  "positions_angstrom": [[-1.83263, -1.28773, -0.15187], [-1.38886, 0.02147, -0.16260], [0.47726, 0.17540, 0.00298], [2.15038, -1.60090, 0.32282], [-2.02698, -2.41350, -0.20527], [-2.21991, 0.98382, -0.07884], [1.12286, 1.21663, -0.37622], [-1.57473, 2.24451, -0.09057], [-3.41313, 0.87789, -0.02334], [0.80609, -1.02153, 0.19104], [2.15274, -2.66969, 0.64103], [2.66903, -0.87143, 1.07038], [2.51427, -1.74568, -0.65179], [2.09166, 1.25521, -0.48800], [-2.12175, 2.77733, 0.51549], [0.59370, 2.05820, -0.51524]],
  "forces_ev_per_angstrom": [[0.4, -0.5, -0.3], [5.6, 0.0, 0.6], [-5.5, -1.7, -1.5], [0.7, 1.0, 2.2], [-0.3, -0.8, 0.1], [-0.2, 1.3, 0.1], [-1.2, 0.2, 0.6], [-0.6, -0.2, 0.2], [-0.4, 0.8, 0.0], [0.2, -0.9, 0.6], [-1.0, 1.1, 0.7], [-0.3, -1.8, -1.6], [1.0, 0.9, -1.4], [1.9, -0.1, -0.1], [-0.1, 0.2, -0.2], [-0.3, 0.4, -0.1]],
  "multiplicity": 1,
  "e_lumo_ha": -0.179,
  "charge": 1,
  "energy_ha": -545.5296
}

***

Record 3
{
  "formula": "C4H9NO2S",
  "method": "the ωB97M-V functional and the def2-TZVPD basis",
  "species": ["C", "N", "C", "O", "O", "C", "C", "S", "H", "H", "H", "H", "H", "H", "H", "H", "H"],
  "positions_angstrom": [[0.85180, 0.23864, 0.76141], [-0.40835, 0.05503, 1.37653], [-0.86695, -1.32364, 1.82656], [-2.05540, -1.54763, 1.42496], [0.09865, -2.29463, 1.26168], [0.85116, -0.20909, -0.78726], [0.00652, 0.69278, -1.48986], [0.66396, 2.18661, -2.10545], [0.96217, 1.33227, 0.74174], [1.59153, -0.15754, 1.46456], [-1.11361, 0.49645, 0.80521], [-0.65133, -1.39999, 2.90716], [0.33169, -1.15710, -0.87048], [1.90340, -0.25806, -1.05926], [-0.46698, -2.63895, 0.55283], [-0.70345, 0.20584, -2.15984], [1.81689, 1.60947, -2.48307]],
  "forces_ev_per_angstrom": [[-1.5, 1.2, 2.7], [1.3, 0.6, -0.9], [0.2, -1.5, 0.7], [-0.2, 0.5, -0.4], [-0.2, 0.5, -0.2], [-1.2, -0.5, -0.3], [2.0, -0.4, -2.4], [-0.5, -0.1, 0.0], [0.6, -0.2, -0.5], [0.3, -0.6, -1.0], [-0.7, -0.3, 0.3], [-0.1, 0.2, 0.0], [0.7, -0.4, 0.4], [0.1, 0.3, 0.0], [0.2, -0.3, 0.1], [-1.2, 0.6, 0.9], [0.3, 0.3, 0.4]],
  "multiplicity": 1,
  "e_lumo_ha": -0.124,
  "energy_ha": -761.0214
}

***

Record 4
{
  "formula": "C5H14N2",
  "method": "the ωB97M-V functional and the def2-TZVPD basis",
  "species": ["C", "C", "N", "C", "C", "C", "N", "H", "H", "H", "H", "H", "H", "H", "H", "H", "H", "H", "H", "H", "H"],
  "positions_angstrom": [[-0.41644, -0.99473, -2.99751], [-0.28569, 0.11378, -1.96511], [-0.39175, -0.48101, -0.59750], [1.29943, 0.97441, 0.31222], [-0.07160, 0.39148, 0.54282], [0.03529, -0.46234, 1.79142], [-0.11718, 0.33013, 3.00424], [-0.34920, -0.56414, -4.00568], [0.41212, -1.70212, -3.00851], [-1.35782, -1.54856, -2.93723], [-1.05811, 0.89182, -1.95650], [0.67942, 0.60724, -2.07298], [-1.35073, -0.81294, -0.56526], [2.03440, 0.24558, -0.03054], [1.67374, 1.47241, 1.22435], [1.32280, 1.84629, -0.34201], [-0.84575, 1.16107, 0.65287], [0.99499, -0.98432, 1.80708], [-0.75370, -1.23866, 1.77871], [-0.45429, -0.16891, 3.80149], [-0.63443, 1.18716, 2.91212]],
  "forces_ev_per_angstrom": [[-0.1, 0.5, -1.0], [0.1, -0.4, 1.6], [0.4, -0.3, -0.7], [0.7, 2.0, 0.5], [0.4, -0.8, -0.9], [-1.5, -0.6, 0.7], [0.8, 0.6, 0.1], [-0.3, 0.1, 0.1], [0.0, 0.0, 0.7], [0.1, 0.1, 0.1], [0.0, 0.1, -1.0], [0.0, -0.1, 0.0], [0.1, -0.1, 0.5], [-0.2, -0.1, 0.1], [-0.1, -0.7, 0.1], [-0.2, -0.2, -0.6], [0.1, 0.2, 0.3], [0.0, 0.1, -0.1], [0.3, 0.1, -0.3], [-0.1, -0.3, 0.2], [-0.2, 0.0, -0.3]],
  "multiplicity": 1,
  "e_lumo_ha": 0.042,
  "energy_ha": -308.3892
}

***

The following HOMO level values (in eV) correspond, in order, to the records above: -10.4934; -13.9512; -7.9927; -8.7226.
The following energy relative to the best compared isomer or geometry (same formula, charge and spin) values (in kJ/mol) correspond, in order, to the records above: 189.28; 737.06; 635.42; 88.79.
The following molar mass values (in g mol⁻¹) correspond, in order, to the records above: 122.12; 144.11; 135.19; 102.18.